(1)
DFT (the ωB97M-V functional and the def2-TZVPD basis) results for 5 unconnected molecules or ions with the total composition C24H28NO13 in a non-equilibrium geometry.

Calculated values
Orbital gap ... 3.288 eV
F_max ... 4.166 eV/A
E_tot ... -1963.99016 a.u.
E_LUMO ... 4.406 eV

ORCA input file:
```
! wB97M-V def2-TZVPD RIJCOSX def2/J DEFGRID3
* xyz -3 1
O 1.06682 -1.76563 -1.70448
H 0.43423 -1.38797 -0.99321
H 0.63273 -2.42345 -2.35438
H 1.86387 -2.14302 -1.27212
C -0.25811 -2.34188 1.61658
C -0.21026 -2.78399 3.01298
C -0.88081 -1.80453 4.10937
O -1.24488 -2.39589 5.13420
C -1.15422 -0.51897 3.65369
C -1.22145 -0.15675 2.31577
C -0.76529 -1.11619 1.27510
O -0.56979 -0.76155 0.03095
O -1.72028 0.99087 2.07371
O 0.15258 -3.92003 3.31739
H 0.10810 -3.09038 0.92518
H -1.39088 0.21732 4.41412
C -3.04818 -4.68354 -4.88841
C -3.58726 -3.40647 -4.94268
C -2.87986 -2.21147 -4.35971
O -3.48240 -1.11589 -4.25551
C -1.55654 -2.31113 -3.83148
C -1.00823 -3.63297 -3.70681
C -1.72750 -4.84757 -4.32622
O -1.24357 -5.95851 -4.05027
O 0.04925 -3.85063 -3.04143
O -4.79072 -3.33389 -5.36320
H -3.61896 -5.54184 -5.20294
H -1.21754 -1.43734 -3.29465
C -1.91830 4.40602 5.05943
O -1.90405 4.10500 3.66716
C -2.91719 4.82776 2.97801
C -3.48728 3.95987 1.83055
N -2.61486 4.10070 0.67572
C -2.72335 2.96628 -0.26805
C -1.65709 3.11897 -1.33640
O -0.39751 2.96813 -0.71979
C 0.48764 2.14174 -1.43473
H -2.77749 3.83213 5.43344
H -1.85134 5.42272 5.44405
H -1.15981 3.76497 5.51857
H -2.45861 5.76144 2.63962
H -3.76205 5.04248 3.64656
H -4.55669 4.18070 1.69356
H -3.49909 2.93042 2.19349
H -2.78768 4.94598 0.14165
H -3.72961 2.85175 -0.69529
H -2.56915 2.05457 0.31592
H -1.74476 4.12207 -1.77709
H -1.78237 2.27226 -2.01605
H 0.05183 1.27093 -1.94470
H 1.17362 1.64557 -0.75226
H 0.89247 2.66283 -2.31377
C 5.25893 -1.58472 0.97877
C 6.63592 -1.47422 0.83319
C 7.07709 -0.97878 -0.40581
C 6.25157 -0.64725 -1.42171
C 4.88992 -0.93682 -1.28072
C 4.37291 -1.48668 -0.12158
O 3.11020 -1.99018 -0.12906
O 8.42291 -0.77965 -0.64139
H 4.84144 -1.88237 1.93482
H 7.34544 -1.69090 1.61751
H 6.56097 -0.16347 -2.33506
H 4.25288 -0.54271 -2.06396
H 2.91534 -2.45327 0.69883
H 9.02634 -1.01097 0.06506
*
```



(2)
DFT (the ωB97M-V functional and the def2-TZVPD basis) results for 2 unconnected molecules or ions with the total composition C24H28O3 in a non-equilibrium geometry.

Calculated values
Orbital gap ... 2.636 eV
F_max ... 2.305 eV/A
E_tot ... -1156.92105 a.u.
E_LUMO ... -3.014 eV

ORCA input file:
```
! wB97M-V def2-TZVPD RIJCOSX def2/J DEFGRID3
* xyz 0 1
C -3.33141 -4.01482 -0.81843
C -2.29953 -3.09450 -0.20964
O -2.81688 -1.80789 0.00053
C -1.89219 -1.01275 0.62838
C -2.36541 0.32007 0.91045
C -1.52028 1.33962 1.42132
O -0.32878 1.17565 1.65002
C -2.07130 2.72238 1.66840
C -1.99153 3.62757 0.43567
C -3.07315 3.39097 -0.62663
C -2.91061 2.07991 -1.43141
C -3.84866 0.95054 -1.00336
C -3.76274 0.61509 0.48321
O -0.76862 -1.40989 0.91929
H -2.93816 -5.01612 -0.98257
H -4.20047 -4.09366 -0.16783
H -3.68388 -3.62615 -1.77237
H -1.95782 -3.45286 0.76944
H -1.40967 -2.99131 -0.84396
H -3.09144 2.67252 2.05795
H -1.48289 3.16078 2.48274
H -2.04498 4.67534 0.75587
H -1.00201 3.51115 -0.02410
H -4.06760 3.42522 -0.16520
H -3.07109 4.24061 -1.32372
H -3.06517 2.27782 -2.50088
H -1.86995 1.73950 -1.36037
H -4.88101 1.21201 -1.26053
H -3.62202 0.04691 -1.58586
H -4.38343 -0.26145 0.70755
H -4.18733 1.42250 1.08383
C 2.95558 -1.28723 0.32010
C 3.19691 -1.34833 -1.07919
C 2.70961 -2.48343 -1.76675
C 2.91583 -2.65017 -3.11300
C 3.60577 -1.69313 -3.83310
C 4.08885 -0.56471 -3.19678
C 3.89236 -0.39068 -1.84936
C 3.31911 -0.36741 1.34047
C 2.94051 -0.69192 2.66310
C 3.28041 0.10938 3.72390
C 3.99629 1.27315 3.51354
C 4.36434 1.63428 2.23101
C 4.03474 0.83663 1.16351
H 2.39495 -2.13001 0.69136
H 2.17250 -3.23554 -1.21342
H 2.54782 -3.53450 -3.60862
H 3.76506 -1.82720 -4.88900
H 4.62785 0.17855 -3.76423
H 4.28104 0.49525 -1.39606
H 2.36978 -1.58943 2.83471
H 2.99188 -0.17134 4.72455
H 4.25641 1.90140 4.34757
H 4.91314 2.54963 2.07129
H 4.31931 1.16201 0.18661
*
```



(3)
DFT (the ωB97M-V functional and the def2-TZVPD basis) results for a molecular structure, C24H29BrN2P2Ru in a non-equilibrium geometry.

Calculated values
Orbital gap (alpha / beta) ... 4.733 / 4.501 eV
F_max ... 7.074 eV/A
E_tot ... -4392.59666 a.u.
E_LUMO (alpha / beta) ... -2.493 / -6.460 eV

ORCA input file:
```
! wB97M-V def2-TZVPD RIJCOSX def2/J DEFGRID3
* xyz 1 6
C -2.25649 -2.08347 -4.03427
C -1.63246 -1.13592 -3.17614
C -2.40294 -0.64642 -2.08951
C -3.82850 -0.92568 -2.05193
C -4.38848 -1.86403 -2.88319
C -3.58108 -2.49864 -3.84768
C -4.35843 -0.17679 -0.85532
C -4.12870 1.28841 -1.01000
C -2.70176 1.47566 -1.09394
C -2.20634 2.74843 -1.43100
C -3.10965 3.83177 -1.27311
C -4.46028 3.64601 -0.92955
C -4.98380 2.34298 -0.86619
H -1.69909 -2.49714 -4.84782
H -5.47063 -2.14368 -2.69064
H -4.01642 -3.30449 -4.45115
H -5.20265 -0.54411 -0.40434
H -2.77371 4.83039 -1.47553
H -5.11665 4.49874 -0.71956
H -6.05939 2.12478 -0.59965
N -1.91516 0.29769 -1.11964
Ru -0.09925 0.24572 -0.42142
C -0.27381 -0.62052 -3.51888
H -0.26444 0.48376 -3.73079
H 0.15839 -1.13399 -4.39251
C -0.81705 2.94965 -2.00832
H -0.70539 2.35262 -2.93959
H -0.64373 4.01034 -2.25120
P 0.82690 -0.89483 -2.03306
P 0.41706 2.31903 -0.77931
C 0.02250 3.48171 0.59531
H 0.43111 3.08618 1.52544
H 0.43524 4.48551 0.41228
H -1.06484 3.55772 0.70663
C 1.94727 3.04059 -1.45712
H 1.84517 4.12415 -1.61237
H 2.77352 2.87131 -0.75965
H 2.20007 2.56922 -2.40879
C 0.84753 -2.73659 -2.04845
H 0.97347 -3.15027 -3.05620
H 1.65373 -3.10069 -1.40801
H -0.09958 -3.09870 -1.64046
C 2.47938 -0.55161 -2.71556
H 3.23237 -0.85774 -1.98265
H 2.65441 -1.11208 -3.64286
H 2.60398 0.51396 -2.91787
H -3.52262 -0.44192 -0.09631
H -0.35418 -1.33306 -0.26636
Br 4.95320 2.45580 1.76568
C 3.89100 0.86082 1.51475
C 4.45018 -0.40212 1.60692
C 3.63752 -1.50756 1.33761
C 2.33522 -1.28539 0.86678
N 1.81299 -0.03929 0.69717
C 2.53892 1.00489 1.15857
H 5.50207 -0.52718 1.88719
H 3.97625 -2.54396 1.43661
H 1.65331 -2.10468 0.61174
H 2.05754 1.97621 1.19992
*
```



(4)
DFT (the ωB97M-V functional and the def2-TZVPD basis) results for 3 unconnected molecules or ions with the total composition C24H29ClF5NO6 in a non-equilibrium geometry.

Calculated values
SMILES ... O=NOCC1=C(Cl)C(=O)C(CCc2ccccc2)=C(CCCC(F)(F)C(F)(F)F)C1=O.CCO.CCO
Orbital gap ... 7.686 eV
F_max ... 2.874 eV/A
E_tot ... -2397.44685 a.u.
E_LUMO ... -1.572 eV

ORCA input file:
```
! wB97M-V def2-TZVPD RIJCOSX def2/J DEFGRID3
* xyz 0 1
O -0.46505 1.08639 3.97310
N 0.30300 0.82115 3.11128
O 1.10080 1.93065 2.96316
C 1.72855 1.96330 1.66560
C 0.73018 2.19369 0.48644
C -0.21033 3.17052 0.52032
Cl -0.42053 4.34530 1.85169
C -1.19187 3.30000 -0.67536
O -1.75219 4.35047 -0.87527
C -1.45862 2.03516 -1.56306
C -2.83398 2.00064 -2.27541
C -4.05558 2.08705 -1.27328
C -4.09592 0.95126 -0.20499
C -5.23138 0.00175 -0.24344
C -5.34089 -1.06062 0.76226
C -4.36297 -1.23835 1.82915
C -3.20922 -0.32852 1.85388
C -3.10449 0.73410 0.84424
C -0.50248 1.05501 -1.62307
C -0.79035 -0.19290 -2.51723
C 0.35457 -1.27250 -2.54805
C -0.04519 -2.30873 -3.70860
C 0.33317 -3.78155 -3.37578
F 1.68262 -3.83936 -3.09098
F 0.16024 -4.51836 -4.56305
C -0.57985 -4.47980 -2.30378
F -1.88845 -4.07696 -2.37958
F -0.14387 -4.20066 -1.03649
F -0.56204 -5.85001 -2.41869
C 0.78357 1.28849 -0.79798
O 1.88049 0.85013 -1.07800
H 2.22866 0.96572 1.51737
H 2.47595 2.79766 1.68715
H -2.88069 2.92633 -2.92273
H -2.98443 1.13594 -2.96497
H -4.99039 1.99727 -1.88414
H -3.97454 3.06335 -0.72786
H -6.00927 0.09036 -1.03964
H -6.20920 -1.76128 0.72992
H -4.42404 -2.01044 2.62835
H -2.43808 -0.47637 2.64976
H -2.20510 1.39689 0.90960
H -0.93694 0.15418 -3.58254
H -1.73976 -0.68831 -2.17666
H 1.34243 -0.84881 -2.87704
H 0.42574 -1.81899 -1.57571
H 0.36923 -1.98523 -4.69965
H -1.16484 -2.24756 -3.80804
C 5.39190 1.84732 -2.74715
C 6.05813 1.79104 -1.38691
O 5.19875 2.34120 -0.39554
H 5.14491 2.87787 -3.01080
H 6.04318 1.43265 -3.51970
H 4.45363 1.28578 -2.74007
H 6.98250 2.36988 -1.38933
H 6.29794 0.75877 -1.11201
H 4.38691 1.81711 -0.39337
C 1.09237 -2.27577 6.18213
C 2.43689 -1.57473 6.21887
O 2.91099 -1.33836 4.89702
H 1.17097 -3.22563 5.64927
H 0.72363 -2.46757 7.19198
H 0.35482 -1.66956 5.64864
H 3.17523 -2.19126 6.73269
H 2.36166 -0.61651 6.74314
H 2.25952 -0.78487 4.44933
*
```